(1)
{"formula": "C20H26AsCoF3N3O5S2", "method": "wB97M-V/def2-TZVPD", "elements": ["Co", "C", "O", "C", "O", "N", "N", "H", "H", "H", "H", "H", "H", "N", "S", "C", "C", "C", "C", "C", "C", "C", "C", "C", "C", "C", "C", "H", "H", "H", "H", "H", "H", "H", "H", "H", "H", "H", "F", "C", "F", "F", "C", "O", "O", "S", "C", "C", "As", "C", "C", "O", "H", "H", "H", "H", "H", "H", "H", "H", "H"], "xyz": [[0.9808, 0.9634, 1.1165], [5.1476, 2.5331, 3.0036], [4.2705, 3.4038, 2.2595], [3.1795, 2.8350, 1.7792], [2.8987, 1.6536, 1.9093], [2.4049, 3.7251, 1.1122], [1.2184, 3.2680, 0.5424], [5.9580, 3.1671, 3.3444], [5.5219, 1.7414, 2.3595], [4.6167, 2.0982, 3.8466], [2.7045, 4.6832, 1.0231], [1.2956, 3.2091, -0.4691], [0.4405, 3.8543, 0.8182], [-0.7857, 0.6279, 0.1914], [-2.2021, 0.0725, 0.7656], [-2.3922, -1.5873, 0.1114], [-1.2621, -2.3512, -0.1209], [-1.4109, -3.6617, -0.5514], [-2.6800, -4.1903, -0.7475], [-3.8051, -3.4155, -0.5005], [-3.6665, -2.1104, -0.0523], [-3.4035, 0.9167, -0.1722], [-4.2105, 1.8749, 0.4756], [-5.0896, 2.6127, -0.2482], [-5.1988, 2.4262, -1.7344], [-4.3913, 1.4868, -2.3748], [-3.4948, 0.7339, -1.6681], [-0.8530, 0.8492, -0.7986], [-0.2830, -1.9212, 0.0494], [-0.5338, -4.2753, -0.7108], [-2.7930, -5.2109, -1.0872], [-4.7935, -3.8297, -0.6466], [-4.5406, -1.5074, 0.1651], [-4.1307, 2.0034, 1.5478], [-5.7252, 3.3338, 0.2453], [-5.8948, 3.0267, -2.2991], [-4.4741, 1.3507, -3.4449], [-2.8699, 0.0045, -2.1634], [1.5354, -3.7497, 1.6895], [1.2826, -2.9897, 2.7813], [0.5011, -3.6946, 3.5894], [2.4484, -2.7832, 3.4025], [0.6316, -1.6583, 2.3267], [-0.5438, -1.4554, 2.5877], [1.4341, -0.9333, 1.6588], [-0.7204, 1.2972, 4.1133], [0.0624, 1.4925, 2.8434], [3.6852, 0.2531, -3.0062], [2.2545, -0.3358, -1.8714], [2.8250, -1.9759, -1.0558], [0.7661, -0.7032, -3.0343], [1.9159, 0.8898, -0.7983], [3.9060, -0.4975, -3.7639], [4.5617, 0.4107, -2.3802], [3.4040, 1.1906, -3.4807], [2.6023, -2.8057, -1.7254], [2.3226, -2.1049, -0.0996], [3.8991, -1.9202, -0.8887], [0.9849, -1.5903, -3.6279], [0.6169, 0.1493, -3.6948], [-0.1283, -0.8802, -2.4414]], "atomic_forces_ev_per_a": [[0.4, 0.3, -0.7], [0.0, 0.0, 0.0], [0.0, 0.0, 0.0], [0.0, 0.0, -0.1], [-0.1, 0.0, 0.1], [0.0, 0.1, 0.1], [0.0, -0.1, -0.1], [0.0, 0.0, 0.0], [0.0, 0.0, 0.0], [0.0, 0.0, 0.0], [0.0, 0.0, -0.1], [0.0, 0.0, 0.1], [0.0, 0.0, 0.0], [-0.3, 0.1, 0.0], [0.3, 0.2, -0.4], [-0.1, 0.0, 0.1], [0.1, 0.0, -0.2], [0.0, 0.0, 0.0], [0.0, 0.0, 0.0], [0.0, 0.0, 0.0], [0.0, 0.0, 0.0], [0.0, -0.2, 0.3], [0.0, 0.0, -0.1], [0.0, 0.0, 0.1], [0.0, 0.0, -0.1], [0.1, 0.0, 0.2], [0.0, 0.1, -0.2], [0.0, -0.2, 0.0], [0.0, 0.0, -0.1], [0.0, 0.0, 0.0], [0.0, 0.0, 0.0], [0.0, 0.0, 0.0], [0.0, 0.0, 0.0], [0.0, 0.0, 0.0], [0.0, 0.0, -0.1], [0.0, 0.0, 0.1], [0.0, 0.0, 0.0], [0.0, 0.0, 0.1], [0.0, 0.0, -0.1], [0.0, 0.0, 0.0], [0.0, 0.0, 0.0], [0.0, 0.0, 0.0], [0.0, 0.0, 0.1], [0.0, 0.0, 0.1], [0.0, 0.0, 0.1], [-0.1, 0.2, 0.1], [-0.1, -0.4, 0.6], [0.0, -0.1, 0.0], [0.1, 0.0, -0.1], [0.0, 0.0, 0.0], [0.0, 0.0, 0.0], [-0.1, 0.1, 0.1], [0.0, 0.0, 0.0], [0.0, 0.0, 0.0], [0.0, 0.0, 0.0], [0.0, 0.0, 0.0], [0.0, 0.0, 0.0], [0.0, 0.0, 0.0], [0.0, 0.0, 0.0], [0.0, 0.0, 0.0], [0.0, 0.0, 0.1]], "e_above_lowest_kj_mol": 9.47, "homo_ha": [-0.31460, -0.43055], "orbital_gap_ha": [0.210, 0.231], "charge": 1, "spin_multiplicity": 6, "s_squared": 8.81}

***

(2)
{"formula": "C34H42F3N2O3SSb2TeTl", "method": "wB97M-V/def2-TZVPD", "elements": ["Tl", "C", "Sb", "C", "C", "H", "H", "H", "H", "H", "H", "H", "H", "H", "Te", "C", "C", "C", "C", "C", "C", "H", "H", "H", "H", "H", "C", "C", "N", "C", "C", "N", "C", "C", "H", "H", "H", "H", "H", "H", "H", "H", "H", "H", "H", "H", "H", "C", "S", "O", "O", "O", "H", "H", "H", "F", "C", "C", "C", "C", "C", "C", "Sb", "C", "C", "C", "C", "F", "C", "C", "C", "C", "C", "C", "F", "C", "C", "H", "H", "H", "H", "H", "H", "H", "H", "H", "H", "H", "H"], "xyz": [[0.5966, -1.6693, -0.3648], [4.5350, -3.7003, -4.9657], [3.5673, -2.4675, -3.4219], [1.6729, -3.4589, -3.7305], [4.0282, -3.8738, -1.8220], [4.1766, -4.7259, -4.9413], [5.6100, -3.6974, -4.8194], [4.3261, -3.2848, -5.9477], [1.8242, -4.5127, -3.9506], [1.1205, -2.9869, -4.5329], [1.0992, -3.3468, -2.8135], [4.0299, -4.8948, -2.1924], [3.2555, -3.7765, -1.0637], [4.9846, -3.6490, -1.3611], [3.4445, -0.6731, 0.0434], [4.4950, -2.1162, 1.2260], [3.8161, -2.9537, 2.1039], [4.4716, -3.8318, 2.9435], [5.8530, -3.9070, 2.9168], [6.5477, -3.1326, 2.0014], [5.8768, -2.2574, 1.1703], [2.7311, -2.9338, 2.1067], [3.9043, -4.4540, 3.6242], [6.3809, -4.5642, 3.5926], [7.6253, -3.2106, 1.9455], [6.4249, -1.6668, 0.4520], [1.1776, 1.2980, 3.8933], [1.0379, 0.8527, 2.4218], [0.0971, -0.2428, 2.3289], [0.5320, -1.3363, 3.1681], [0.5280, -0.9075, 4.6542], [0.1853, 0.5351, 4.7009], [-1.1843, 0.7499, 4.1759], [-1.2165, 0.2090, 2.7267], [0.9881, 2.3642, 4.0245], [2.1736, 1.0646, 4.2782], [2.0048, 0.5087, 2.0026], [0.6848, 1.6485, 1.7697], [1.5374, -1.6210, 2.8479], [-0.1373, -2.1855, 3.0241], [1.5099, -1.0457, 5.1104], [-0.2121, -1.4664, 5.2291], [0.2207, 0.8591, 5.6691], [-1.4130, 1.8151, 4.2058], [-1.8977, 0.2293, 4.8166], [-1.5402, 0.9952, 2.0433], [-1.9207, -0.6182, 2.6369], [2.2778, 1.6805, -2.9913], [0.9559, 0.6786, -2.2956], [-0.2899, 1.0585, -2.9400], [0.9171, 0.9527, -0.8450], [1.3148, -0.7118, -2.5696], [2.1168, 2.7054, -2.6937], [2.2360, 1.5655, -4.0665], [3.2132, 1.2978, -2.6014], [-5.5411, 2.1429, 4.2133], [-4.8673, 1.9847, 3.0467], [-4.1137, 3.0374, 2.5646], [-3.3657, 2.8393, 1.4160], [-3.3854, 1.6265, 0.7438], [-4.1807, 0.6052, 1.2474], [-4.9306, 0.7668, 2.3954], [-1.9729, 1.0057, -0.8641], [-3.7187, 0.5569, -2.0722], [-4.8594, 1.3463, -2.0118], [-6.0037, 0.9921, -2.7046], [-5.9942, -0.1764, -3.4459], [-7.1141, -0.5379, -4.1132], [-4.8746, -0.9840, -3.5240], [-3.7358, -0.6026, -2.8316], [-1.7565, 3.0296, -1.5840], [-0.8543, 3.8982, -0.9877], [-0.7359, 5.2069, -1.4282], [-1.5324, 5.6286, -2.4757], [-1.4749, 6.9248, -2.8638], [-2.3816, 4.7620, -3.1372], [-2.4748, 3.4561, -2.6912], [-4.1079, 3.9823, 3.0866], [-2.7515, 3.6446, 1.0326], [-4.2023, -0.3401, 0.7223], [-5.5491, -0.0260, 2.7846], [-4.8538, 2.2439, -1.4098], [-6.8971, 1.5982, -2.6659], [-4.9088, -1.8927, -4.1067], [-2.8416, -1.2115, -2.8844], [-0.2126, 3.5370, -0.1943], [-0.0436, 5.8984, -0.9736], [-2.9548, 5.1131, -3.9819], [-3.1031, 2.7569, -3.2253]], "atomic_forces_ev_per_a": [[0.0, -0.6, 0.4], [-0.2, 0.2, 0.3], [0.4, -0.9, -0.3], [0.1, 0.2, 0.1], [0.0, 0.3, -0.3], [-0.1, -0.1, 0.1], [0.2, 0.0, 0.0], [0.0, 0.1, -0.1], [0.1, -0.1, 0.0], [-0.1, 0.1, -0.2], [-0.1, -0.1, 0.0], [0.0, -0.1, -0.2], [-0.1, 0.0, 0.1], [0.1, 0.0, 0.1], [0.5, -0.3, 0.6], [-0.2, 0.1, -0.2], [-0.6, 0.1, -0.1], [0.1, -0.1, 0.2], [0.1, -0.1, 0.1], [0.2, -0.1, 0.2], [0.0, 0.3, -0.3], [0.1, -0.1, 0.0], [0.0, -0.1, 0.0], [0.0, -0.1, 0.0], [0.1, 0.0, 0.0], [0.2, 0.1, 0.0], [0.6, 0.5, -0.4], [0.5, 0.0, -0.4], [-0.1, -0.1, -0.1], [0.2, -0.2, -0.1], [0.2, -0.8, 0.0], [0.1, 0.2, 0.6], [-0.8, 0.1, -0.4], [-0.2, 0.0, -0.1], [-0.1, -0.1, 0.1], [-0.1, 0.0, 0.1], [-0.4, 0.2, 0.2], [0.0, 0.2, 0.1], [-0.1, 0.0, 0.1], [0.1, 0.0, 0.0], [-0.1, 0.1, 0.0], [0.0, 0.2, 0.1], [0.0, -0.1, -0.2], [0.1, 0.0, 0.1], [0.2, 0.0, 0.1], [0.0, -0.2, 0.2], [0.0, 0.0, 0.0], [-0.6, -0.6, 0.3], [0.6, 0.8, -0.7], [0.0, 0.1, -0.4], [0.5, 0.1, -0.1], [-0.2, 0.0, 0.0], [-0.1, 0.3, 0.0], [0.0, 0.0, -0.2], [0.1, -0.1, 0.1], [0.0, 0.0, -0.1], [0.1, 0.1, 0.1], [-0.1, 0.0, 0.3], [0.1, 0.0, -0.3], [0.5, -0.2, -0.4], [0.0, 0.1, -0.1], [-0.1, 0.1, 0.2], [-1.4, 0.6, 0.0], [0.6, 0.0, 0.3], [-0.1, -0.1, 0.0], [-0.2, -0.1, -0.1], [0.2, 0.0, 0.0], [0.1, 0.0, 0.1], [-0.3, 0.0, -0.1], [0.1, 0.0, 0.0], [0.1, -0.6, 0.2], [-0.1, -0.1, 0.0], [0.0, 0.3, -0.1], [0.0, -0.1, 0.1], [0.1, -0.2, 0.0], [0.1, 0.3, 0.0], [0.0, 0.0, 0.0], [0.0, 0.1, 0.1], [0.0, 0.1, 0.0], [-0.1, -0.2, 0.0], [-0.1, -0.1, 0.1], [-0.1, 0.1, 0.0], [-0.1, 0.0, 0.0], [0.0, 0.0, -0.1], [0.0, -0.1, -0.1], [0.1, 0.1, 0.1], [0.1, 0.1, 0.1], [0.0, 0.0, -0.1], [-0.1, 0.1, 0.0]], "e_above_lowest_kj_mol": 45.34, "homo_ha": -0.23569, "orbital_gap_ha": 0.199}